The following is a quantum chemistry calculation of a 7-piece molecular cluster, C34H75N8O8 overall, from the Open Molecules 2025 dataset.

Structure (XYZ):
```
125
C34H75N8O8, DFT ωB97M-V with the def2-TZVPD basis set
C 5.65 0.07 2.50
O 6.38 -0.16 1.29
C 5.89 0.79 0.33
C 6.10 0.30 -1.13
C 5.69 -1.19 -1.37
C 4.23 -1.34 -1.94
C 3.25 -0.69 -0.91
C 1.84 -1.35 -0.84
C 0.74 -0.48 -0.06
N 1.39 0.51 0.80
C -0.19 0.19 -1.15
C -1.51 0.78 -0.57
C -2.40 1.14 -1.83
C -1.24 2.16 0.12
N -2.30 -0.15 0.25
O -3.04 -0.95 -0.44
C -1.49 -0.85 1.28
C -1.26 0.02 2.57
C -2.38 -2.06 1.78
C -0.17 -1.48 0.75
H 6.22 -0.32 3.37
H 4.66 -0.42 2.46
H 5.51 1.16 2.68
H 6.42 1.76 0.50
H 4.81 0.95 0.56
H 7.18 0.39 -1.35
H 5.60 0.97 -1.86
H 5.72 -1.79 -0.44
H 6.37 -1.70 -2.08
H 3.94 -2.41 -2.02
H 4.12 -0.83 -2.92
H 3.72 -0.80 0.10
H 3.21 0.41 -1.08
H 1.94 -2.33 -0.34
H 1.44 -1.50 -1.86
H 1.77 1.29 0.29
H 2.06 0.09 1.43
H -0.45 -0.62 -1.86
H 0.42 0.99 -1.63
H -2.44 0.31 -2.55
H -1.89 1.97 -2.37
H -3.42 1.45 -1.52
H -0.49 2.11 0.93
H -0.79 2.81 -0.67
H -2.17 2.66 0.47
H -0.41 0.72 2.47
H -2.19 0.48 2.94
H -0.95 -0.71 3.35
H -1.91 -2.46 2.71
H -2.28 -2.87 1.03
H -3.42 -1.75 1.95
H -0.41 -2.31 0.05
H 0.43 -1.89 1.59
C -4.97 -4.75 -0.29
C -5.07 -5.22 1.14
O -4.10 -5.63 1.76
N -6.29 -5.18 1.74
C -7.55 -4.73 1.18
H -3.94 -4.84 -0.62
H -5.60 -5.36 -0.93
H -5.26 -3.70 -0.36
H -6.28 -5.51 2.69
H -7.94 -3.91 1.78
H -8.27 -5.56 1.21
H -7.44 -4.40 0.15
C -1.19 -5.14 6.83
C -0.49 -4.65 5.59
O 0.39 -3.80 5.63
N -0.88 -5.18 4.40
C -1.89 -6.18 4.14
H -0.78 -4.63 7.70
H -2.26 -4.92 6.77
H -1.03 -6.21 6.95
H -0.37 -4.80 3.61
H -1.42 -7.03 3.65
H -2.64 -5.76 3.47
H -2.37 -6.52 5.06
C 1.83 4.36 -4.10
C 1.38 3.01 -3.62
O 1.69 2.56 -2.52
N 0.60 2.27 -4.46
C 0.13 2.61 -5.79
H 2.43 4.82 -3.33
H 2.43 4.26 -5.00
H 0.97 5.00 -4.29
H 0.34 1.37 -4.07
H -0.96 2.60 -5.79
H 0.50 1.87 -6.49
H 0.48 3.59 -6.10
C 3.57 2.63 -8.18
C 2.78 3.88 -8.42
O 1.60 3.98 -8.09
N 3.41 4.93 -9.01
C 4.79 5.01 -9.46
H 2.93 1.89 -7.70
H 3.92 2.22 -9.13
H 4.42 2.83 -7.52
H 2.82 5.74 -9.13
H 5.28 5.83 -8.94
H 4.79 5.22 -10.53
H 5.33 4.09 -9.28
C 2.86 6.12 -0.24
C 1.88 6.92 -1.05
O 1.45 6.52 -2.12
N 1.47 8.12 -0.56
C 1.85 8.76 0.68
H 3.09 5.20 -0.76
H 3.79 6.69 -0.10
H 2.43 5.88 0.74
H 0.81 8.59 -1.16
H 0.96 8.93 1.29
H 2.30 9.73 0.45
H 2.56 8.16 1.24
C -4.96 -3.49 5.91
C -5.09 -3.96 7.34
O -4.13 -4.37 7.98
N -6.32 -3.92 7.91
C -7.57 -3.47 7.32
H -3.92 -3.59 5.59
H -5.58 -4.11 5.25
H -5.25 -2.45 5.82
H -6.33 -4.24 8.86
H -7.96 -2.64 7.92
H -8.29 -4.29 7.35
H -7.44 -3.14 6.29
```

Properties
LUMO level (spin up / spin down) ... 0.486 / 0.486 eV
Spin multiplicity ... 2
Total energy ... -2380.4333 Ha
Total charge ... 0
Kohn-Sham gap (spin up / spin down) ... 8.39 / 8.91 eV

Atomic partial charges in e from the Löwdin method, atoms 1 to 4: atom 1 (C): -0.118, atom 2 (O): -0.201, atom 3 (C): -0.245, atom 4 (C): -0.161